Density functional theory data (ωB97M-V/def2-TZVPD) for an isolated molecule of CH4O2Si in a non-equilibrium geometry.

Calculated values
2S+1: 1
E: -13074.3740 eV
HOMO-LUMO gap: 11.031 eV
HOMO energy: -10.40 eV

Last column: Mulliken charge in e.
Cartesian coordinates (Å):
C -0.909047 0.562954 0.363960  0.104
O 0.674099 0.678337 0.514597  -0.393
O -0.923491 -0.453068 -0.556998  -0.412
Si 0.790198 -0.654970 -0.411284  0.519
H -1.339835 0.571932 1.433284  0.202
H -1.156185 1.461045 -0.106454  0.194
H 1.679548 -0.331148 -1.539699  -0.110
H 1.184713 -1.835081 0.302594  -0.105

Atoms 1-6, force components in eV/Å:
C 3.12 1.06 1.79
O -2.03 0.52 0.97
O 0.24 -1.89 -0.05
Si -0.89 1.18 -0.17
H 0.43 -1.11 -1.71
H -0.73 1.58 -0.58

=====

Density functional theory data (ωB97M-V/def2-TZVPD) for a cluster of 2 separate species, CH4O3 in total in a non-equilibrium geometry.

Calculated values
2S+1: 1
E: -7243.9986 eV
HOMO-LUMO gap: 11.573 eV
SMILES: O=CO.O
HOMO energy: -11.21 eV

Last column: Mulliken charge in e.
Cartesian coordinates (Å):
O -0.592082 -1.947264 1.901393  -0.409
C -1.216469 -0.942490 1.862861  0.211
O -0.823900 0.362524 2.069744  -0.410
H -2.293578 -0.942498 1.614679  0.288
H 0.071721 0.356623 1.685881  0.320
O 1.965409 1.138950 -2.886981  -0.633
H 1.181088 0.887908 -2.421914  0.307
H 1.707814 1.086250 -3.825665  0.326

Atoms 1-6, force components in eV/Å:
O 1.10 0.14 0.00
C -2.07 0.77 -0.03
O 0.73 -1.45 -0.98
H 0.06 0.06 0.32
H 0.18 0.48 0.69
O 0.46 0.18 -1.09

=====

Density functional theory data (ωB97M-V/def2-TZVPD) for a structure of composition CH4O3 in a non-equilibrium geometry.

Calculated values
2S+1: 1
E: -7238.4901 eV
HOMO-LUMO gap: 9.777 eV
HOMO energy: -9.08 eV

Last column: Mulliken charge in e.
Cartesian coordinates (Å):
C 0.099946 0.355894 0.578626  0.133
O 0.193592 0.014026 -1.486035  -0.395
O 0.085380 -1.171887 -0.544598  -0.465
O -1.188868 0.394973 0.886569  -0.402
H 1.054933 -0.183565 -1.883088  0.333
H -1.495143 -0.529028 0.918883  0.348
H 0.776873 -0.227880 1.188127  0.231
H 0.473287 1.347468 0.341516  0.217

Atoms 1-6, force components in eV/Å:
C -0.10 -2.35 1.20
O 0.19 -1.12 -1.34
O 0.30 3.39 0.50
O -0.11 -0.13 -0.14
H -0.20 0.05 -0.07
H 0.02 0.34 0.16